one | 2 unconnected molecules or ions with the total composition C18H18N2. Source: OMol25; level of theory: ωB97M-V/def2-TZVPD.

Each atom is followed by the atoms it is bonded to, with distances in Å.
Atoms and positions in Å:
1 C 3.063 3.734 -0.567  C3 1.497, H13 1.087, H14 1.090, H19 1.089
2 C 1.147 2.081 -0.758  C3 1.357, N10 1.381, H11 1.073
3 C 2.154 2.660 -0.056  C1 1.497, C2 1.357, C5 1.441
4 C 0.911 1.333 1.322  C5 1.401, C6 1.409, N10 1.360
5 C 2.043 2.158 1.290  C3 1.441, C4 1.401, C7 1.407
6 C 0.373 0.859 2.535  C4 1.409, C8 1.372, H15 1.075
7 C 2.564 2.641 2.505  C5 1.407, C9 1.375, H16 1.081
8 C 1.006 1.210 3.700  C6 1.372, C9 1.412, H17 1.081
9 C 2.065 2.145 3.686  C7 1.375, C8 1.412, H18 1.083
10 N 0.381 1.284 0.070  C2 1.381, C4 1.360, H12 1.005
11 H 0.904 2.132 -1.803  C2 1.073
12 H -0.441 0.784 -0.219  N10 1.005
13 H 3.265 4.471 0.206  C1 1.087
14 H 2.603 4.164 -1.457  C1 1.090
15 H -0.246 -0.012 2.418  C6 1.075
16 H 3.385 3.344 2.506  C7 1.081
17 H 0.711 0.788 4.650  C8 1.081
18 H 2.431 2.586 4.605  C9 1.083
19 H 4.021 3.363 -0.930  C1 1.089
20 C -1.938 -1.925 1.556  C23 1.501, H35 1.081, H36 1.083, H38 1.084
21 C -2.026 -1.843 -2.163  C22 1.403, C25 1.389, N29 1.376
22 C -1.345 -2.062 -0.956  C21 1.403, C23 1.449, C27 1.400
23 C -2.254 -1.687 0.108  C20 1.501, C22 1.449, C24 1.354
24 C -3.426 -1.356 -0.485  C23 1.354, N29 1.384, H32 1.078
25 C -1.385 -1.935 -3.393  C21 1.389, C26 1.381, H31 1.083
26 C -0.130 -2.512 -3.405  C25 1.381, C28 1.400, H33 1.078
27 C -0.074 -2.648 -0.976  C22 1.400, C28 1.376, H34 1.080
28 C 0.496 -2.877 -2.208  C26 1.400, C27 1.376, H37 1.078
29 N -3.327 -1.516 -1.857  C21 1.376, C24 1.384, H30 1.007
30 H -3.928 -1.018 -2.493  N29 1.007
31 H -1.849 -1.654 -4.330  C25 1.083
32 H -4.332 -1.070 0.022  C24 1.078
33 H 0.396 -2.653 -4.335  C26 1.078
34 H 0.505 -2.833 -0.083  C27 1.080
35 H -1.046 -2.491 1.786  C20 1.081
36 H -2.846 -2.353 1.963  C20 1.083
37 H 1.483 -3.299 -2.302  C28 1.078
38 H -1.879 -0.988 2.099  C20 1.084

## Properties
HOMO level	-0.2827	Eh
orbital gap	8.412	eV
total charge	0
SMILES	Cc1c[nH]c2ccccc12.Cc1c[nH]c2ccccc12


two | 2 unconnected molecules or ions with the total composition C18H18N2. Source: OMol25; level of theory: ωB97M-V/def2-TZVPD.

Each atom is followed by the atoms it is bonded to, with distances in Å.
Atoms and positions in Å:
1 C 2.731 -1.985 0.867  C4 1.491, H16 1.088, H17 1.092, H19 1.098
2 C 0.980 0.121 -1.622  C3 1.402, C6 1.387, N10 1.369
3 C 1.331 -1.118 -1.068  C2 1.402, C4 1.442, C8 1.400
4 C 2.247 -0.860 0.016  C1 1.491, C3 1.442, C5 1.351
5 C 2.333 0.485 0.095  C4 1.351, N10 1.367, H13 1.075
6 C 0.389 0.249 -2.870  C2 1.387, C7 1.382, H12 1.083
7 C -0.060 -0.907 -3.480  C6 1.382, C9 1.397, H14 1.087
8 C 0.864 -2.276 -1.701  C3 1.400, C9 1.384, H15 1.078
9 C 0.100 -2.142 -2.847  C7 1.397, C8 1.384, H18 1.076
10 N 1.658 1.087 -0.929  C2 1.369, C5 1.367, H11 1.002
11 H 1.659 2.059 -1.172  N10 1.002
12 H 0.160 1.243 -3.235  C6 1.083
13 H 2.954 0.986 0.816  C5 1.075
14 H -0.566 -0.749 -4.429  C7 1.087
15 H 1.036 -3.245 -1.260  C8 1.078
16 H 3.551 -1.744 1.541  C1 1.088
17 H 3.160 -2.755 0.223  C1 1.092
18 H -0.280 -3.057 -3.266  C9 1.076
19 H 1.868 -2.477 1.333  C1 1.098
20 C -0.345 1.639 3.648  C23 1.497, H35 1.085, H36 1.093, H38 1.085
21 C -1.695 -0.021 0.579  C22 1.394, C25 1.401, N29 1.378
22 C -1.326 1.118 1.293  C21 1.394, C23 1.456, C27 1.412
23 C -0.835 0.694 2.596  C20 1.497, C22 1.456, C24 1.356
24 C -0.901 -0.660 2.567  C23 1.356, N29 1.382, H32 1.080
25 C -2.216 0.002 -0.722  C21 1.401, C26 1.379, H31 1.076
26 C -2.319 1.257 -1.284  C25 1.379, C28 1.410, H33 1.088
27 C -1.537 2.381 0.698  C22 1.412, C28 1.372, H34 1.079
28 C -2.017 2.444 -0.585  C26 1.410, C27 1.372, H37 1.086
29 N -1.411 -1.115 1.366  C21 1.378, C24 1.382, H30 1.003
30 H -1.705 -2.065 1.242  N29 1.003
31 H -2.242 -0.843 -1.388  C25 1.076
32 H -0.781 -1.356 3.384  C24 1.080
33 H -2.529 1.376 -2.344  C26 1.088
34 H -1.198 3.225 1.279  C27 1.079
35 H -0.559 2.661 3.354  C20 1.085
36 H 0.733 1.568 3.819  C20 1.093
37 H -2.363 3.340 -1.093  C28 1.086
38 H -0.867 1.436 4.578  C20 1.085

## Properties
HOMO level	-0.2770	Eh
orbital gap	8.385	eV
total charge	0
SMILES	Cc1c[nH]c2ccccc12.Cc1c[nH]c2ccccc12


Which of them is the most stable, and which is the least stable? two and one, in that order.